{"formula": "C39H89BrN2O10P", "method": "ωB97M-V/def2-TZVPD", "elements": ["C", "C", "C", "O", "P", "C", "C", "C", "C", "C", "C", "N", "C", "C", "C", "C", "O", "C", "C", "O", "C", "Br", "C", "C", "O", "C", "C", "C", "N", "C", "C", "C", "C", "C", "C", "H", "H", "H", "H", "H", "H", "H", "H", "H", "H", "H", "H", "H", "H", "H", "H", "H", "H", "H", "H", "H", "H", "H", "H", "H", "H", "H", "H", "H", "H", "H", "H", "H", "H", "H", "H", "H", "H", "H", "H", "H", "H", "H", "H", "H", "H", "H", "H", "H", "H", "H", "H", "H", "C", "C", "O", "H", "H", "H", "H", "H", "H", "C", "C", "O", "H", "H", "H", "H", "H", "H", "C", "C", "O", "H", "H", "H", "H", "H", "H", "C", "C", "O", "H", "H", "H", "H", "H", "H", "C", "C", "O", "H", "H", "H", "H", "H", "H", "C", "C", "O", "H", "H", "H", "H", "H", "H"], "coordinates": [[2.34277, 3.44035, 3.34808], [1.57454, 2.70425, 2.43068], [0.72402, 1.71112, 1.40957], [-0.21792, 2.30230, 0.44849], [0.17931, 2.11421, -1.28169], [1.69006, 3.26997, -1.17070], [0.55724, 1.97672, -3.18258], [1.82025, 0.97238, -3.55633], [1.39091, -0.62341, -3.66591], [1.66025, -1.18911, -5.18407], [0.39644, -0.87463, -6.21484], [0.51907, 0.46137, -6.91812], [-1.04516, 0.66085, -1.15741], [-2.39693, 0.71040, -2.02998], [-3.43881, -0.55647, -1.69010], [-2.73654, -1.78762, -0.87562], [-2.80121, -1.56548, 0.60759], [-4.10419, -2.17321, 1.00783], [-4.08493, -3.67326, 1.67702], [-5.29409, -1.56721, 0.90471], [-1.10811, 3.55470, -1.40637], [-1.80617, 3.95653, -3.20786], [-0.60347, 4.96821, -0.75086], [-1.98651, 5.86897, -0.48009], [1.36717, 0.86360, -0.85397], [1.52077, 0.54852, 0.57348], [0.90640, -0.87864, 1.15856], [1.09913, -2.15286, 0.14008], [2.08949, -3.19144, 0.70629], [3.17249, 0.70760, 0.78582], [4.04076, -0.45056, 0.01721], [5.48039, 0.04437, -0.59048], [6.34319, -1.32100, -0.99676], [5.61283, -2.24691, -2.13770], [6.42327, -2.27886, -3.58906], [3.19691, 3.88069, 4.04886], [-0.02610, 1.20521, 2.18857], [1.74807, 4.11844, -1.97271], [2.67166, 2.60868, -1.32775], [1.84322, 3.79450, -0.11971], [-0.35557, 1.50502, -3.79052], [0.90273, 3.02178, -3.64755], [2.80400, 1.17516, -2.96468], [2.08676, 1.26736, -4.68546], [0.24464, -0.81580, -3.43722], [2.07850, -1.21494, -2.92592], [2.66327, -0.74086, -5.60231], [1.75659, -2.36053, -5.14247], [-0.57070, -0.87210, -5.52731], [0.23807, -1.75314, -6.98898], [0.23127, 1.22478, -6.23740], [1.51983, 0.66847, -7.19416], [-0.42530, -0.32495, -1.42147], [-1.35492, 0.51483, -0.01378], [-3.08746, 1.67228, -1.87502], [-2.25947, 0.64072, -3.21392], [-4.31965, -0.12912, -1.04055], [-3.91825, -1.01483, -2.66718], [-1.67201, -2.10014, -1.24730], [-3.43024, -2.74342, -1.05432], [-4.59913, -3.65254, 2.75386], [-2.99051, -4.05769, 1.84090], [-4.69234, -4.45159, 1.04935], [-2.02458, 3.19176, -0.73212], [0.06736, 5.62878, -1.44828], [-0.07800, 4.89062, 0.28803], [-2.90011, 5.16570, -0.17327], [-1.84698, 6.60944, 0.43106], [-2.29148, 6.52454, -1.40279], [-0.26749, -0.79556, 1.35809], [1.39685, -1.03144, 2.22301], [0.06990, -2.74132, 0.04460], [1.47469, -1.87544, -0.93303], [2.28442, -2.96915, 1.71036], [1.63193, -4.14686, 0.73564], [3.57627, 1.75734, 0.46413], [3.38429, 0.61934, 1.95734], [3.38977, -0.80831, -0.90801], [4.16740, -1.41940, 0.69947], [6.12161, 0.58798, 0.24780], [5.41075, 0.68045, -1.57454], [6.54136, -1.98655, -0.02688], [7.41437, -1.03818, -1.44010], [5.61158, -3.37700, -1.76550], [4.50928, -1.94952, -2.38926], [6.60767, -1.16191, -3.88601], [7.39001, -2.94654, -3.56820], [5.65191, -2.73559, -4.37569], [-6.62429, -6.45976, 4.27838], [-5.45432, -7.20484, 3.66980], [-4.28061, -6.40916, 3.74492], [-6.79045, -5.51191, 3.75603], [-7.53827, -7.05792, 4.22427], [-6.42458, -6.21484, 5.32668], [-5.64870, -7.42814, 2.61664], [-5.27362, -8.14776, 4.19490], [-4.11197, -6.22344, 4.68454], [0.63819, -1.98435, 6.15894], [1.53081, -2.03576, 4.93628], [1.01577, -2.96958, 3.99869], [0.56867, -2.97206, 6.62634], [1.02398, -1.27212, 6.89378], [-0.37980, -1.69018, 5.88332], [2.54110, -2.35136, 5.21284], [1.59506, -1.05471, 4.45578], [0.12177, -2.67579, 3.75316], [-9.71323, -3.86553, 2.20121], [-10.09290, -5.32940, 2.28645], [-9.33502, -5.96862, 3.30301], [-8.64539, -3.75701, 1.98480], [-10.28552, -3.35913, 1.41882], [-9.89754, -3.36130, 3.15545], [-9.88658, -5.83428, 1.33813], [-11.15658, -5.44624, 2.51540], [-9.53170, -5.51835, 4.14229], [-8.75627, 1.06722, 0.48092], [-9.14988, -0.11834, 1.33757], [-9.59687, -1.18496, 0.51362], [-9.60459, 1.40294, -0.12449], [-8.41350, 1.90003, 1.10142], [-7.95673, 0.79367, -0.21528], [-9.96382, 0.15314, 2.01623], [-8.30336, -0.46809, 1.93637], [-8.86417, -1.42414, -0.07947], [5.97947, 5.77303, 2.88421], [6.47478, 5.09892, 1.62145], [5.37248, 4.70411, 0.81807], [5.33483, 5.09601, 3.45425], [6.81718, 6.07955, 3.51697], [5.37888, 6.65589, 2.64203], [7.05571, 4.20511, 1.86724], [7.10965, 5.77394, 1.03940], [4.86784, 5.50588, 0.59828], [9.69484, 5.46875, -2.78928], [8.35684, 5.65359, -2.10379], [8.54258, 5.76940, -0.70077], [10.20016, 4.57377, -2.41173], [9.56873, 5.37326, -3.87144], [10.35549, 6.31757, -2.58471], [7.70791, 4.79333, -2.29251], [7.85106, 6.55363, -2.46658], [9.11320, 6.54103, -0.54330]], "forces_ev_per_angstrom": [[-4.3, -5.3, -6.0], [5.6, 4.7, 5.4], [-2.5, 0.1, 0.6], [2.9, 0.1, 2.9], [0.9, 0.2, -0.3], [2.7, 1.5, 0.5], [1.1, -1.2, -1.8], [-0.6, 0.2, -1.8], [0.7, 0.2, -0.4], [-0.5, -0.6, 0.0], [0.3, -0.4, 1.1], [0.3, 0.2, 1.2], [-1.9, -2.1, -0.3], [-1.8, -0.7, -0.9], [0.3, 0.1, 0.3], [-1.8, -0.9, -1.3], [-3.2, -1.9, -0.3], [-4.5, 2.1, 0.1], [0.5, 0.2, 0.7], [7.6, -3.3, 0.4], [-0.4, 0.8, 2.4], [-0.2, 0.2, 0.3], [-1.7, 1.4, 0.2], [-0.2, 0.2, 0.6], [0.0, -1.7, 3.1], [1.7, 1.4, -0.4], [-0.4, 0.2, -0.7], [-0.3, -1.0, 0.5], [-1.1, -0.2, 0.7], [0.3, -0.9, 1.3], [-0.8, -0.2, -0.8], [0.8, -1.5, 0.5], [0.3, -0.1, -0.2], [0.6, -1.2, -0.5], [-1.4, 0.1, 0.3], [-2.6, -1.2, -2.0], [1.9, 0.9, -1.4], [-0.3, -1.4, 1.4], [-2.2, 1.6, 0.2], [-0.3, -1.1, -2.0], [1.9, 1.3, 1.1], [-1.2, -2.2, 1.1], [-2.0, -0.6, -0.8], [-0.4, -0.6, 2.3], [2.4, 0.5, -0.2], [-1.5, 0.9, -1.3], [-1.9, -0.9, 0.7], [0.0, 2.1, 0.0], [1.9, 0.1, -1.6], [0.6, 1.8, 1.4], [0.6, -1.3, -1.1], [-1.6, -0.5, 0.6], [-1.5, 2.2, 0.3], [0.5, 0.4, -2.7], [1.9, -2.0, -0.2], [0.2, 0.3, 2.6], [1.7, -1.1, -1.1], [1.0, 1.0, 1.8], [-1.9, 1.0, 1.1], [1.5, 1.8, 0.1], [1.1, 0.2, -2.5], [-2.1, 0.8, -0.5], [1.2, 1.7, 1.0], [1.9, 1.0, -1.7], [-1.2, -1.6, 1.2], [-1.0, -0.4, -2.1], [2.0, 1.5, -0.8], [-0.1, -1.4, -1.8], [0.5, -1.4, 1.7], [2.6, 0.1, -0.5], [-0.8, 0.1, -2.3], [1.9, 1.6, 0.0], [-0.9, -0.1, 2.2], [-0.4, -0.2, -1.2], [0.7, 1.7, -0.1], [-1.2, -1.9, 0.5], [-0.3, 0.2, -2.4], [1.3, 0.8, 1.9], [-0.1, 2.2, -1.4], [-1.4, -0.8, -1.9], [-0.2, -1.0, 2.1], [-0.5, 1.5, -2.0], [-2.2, -0.4, 1.0], [-0.3, 2.4, -0.7], [2.1, -0.4, 0.8], [0.0, -2.2, 0.4], [-1.8, 1.6, 0.0], [1.8, 0.9, 1.5], [-0.1, -0.1, 0.0], [-0.1, 0.2, 0.4], [0.4, 0.2, 0.2], [0.0, -0.3, 0.0], [0.2, 0.2, 0.0], [0.0, -0.1, 0.0], [0.2, 0.1, 0.1], [-0.2, -0.1, -0.1], [-0.1, -0.1, -0.5], [0.0, 0.0, 0.3], [-0.4, 0.1, 0.0], [-0.2, -0.2, -0.2], [0.1, 0.1, -0.1], [-0.1, 0.0, 0.0], [0.1, 0.1, 0.0], [-0.1, -0.1, -0.2], [0.1, 0.1, 0.2], [0.5, -0.1, 0.0], [-0.1, 0.0, -0.3], [0.0, 0.4, 0.2], [-0.2, -0.2, 0.3], [-0.2, 0.0, -0.1], [0.2, 0.1, 0.2], [-0.1, 0.0, -0.1], [0.1, -0.1, 0.2], [-0.1, 0.0, -0.2], [0.1, -0.2, -0.5], [0.0, 0.2, 0.0], [0.3, 0.1, -0.2], [0.0, -0.3, -0.3], [0.0, 0.0, 0.2], [0.0, 0.0, -0.1], [0.0, 0.0, 0.2], [0.0, -0.2, -0.1], [0.0, 0.2, 0.1], [-0.3, 0.1, 0.3], [0.0, 0.0, 0.3], [-0.3, 0.4, 0.0], [-0.1, 0.1, -0.2], [0.1, 0.0, -0.1], [-0.1, 0.0, 0.0], [0.1, 0.0, 0.0], [-0.2, 0.0, -0.2], [0.1, -0.1, 0.2], [0.2, -0.5, 0.1], [0.1, -0.1, -0.2], [0.2, 0.1, -0.1], [0.2, 0.3, 0.2], [-0.2, 0.1, -0.1], [0.1, 0.0, 0.1], [-0.1, 0.0, -0.1], [0.0, 0.2, 0.2], [-0.1, -0.1, -0.2], [-0.3, -0.4, -0.1]], "mulliken_charge": [-1.124, -0.480, 0.386, -0.721, 1.832, -0.793, -0.510, -0.512, 1.162, -0.675, -0.412, -0.691, -0.024, -0.092, -0.404, -0.436, -0.187, 0.301, -0.664, -0.552, -0.005, -0.213, -0.206, -0.972, 0.696, 0.181, -0.034, 0.553, -0.628, -0.581, 0.572, -0.197, -0.753, 0.397, -1.042, 0.246, 0.167, 0.223, -0.098, 0.092, -0.241, 0.339, -0.103, 0.460, -0.293, -0.730, 0.291, 0.301, 0.186, 0.259, 0.336, 0.286, -0.941, 0.315, 0.097, 0.018, 0.123, 0.254, 0.161, 0.505, 0.219, 0.246, 0.280, 0.399, 0.220, 0.126, 0.243, 0.328, 0.240, 0.068, -0.137, 0.189, -0.833, 0.205, 0.322, -0.083, 0.277, -0.874, 0.318, 0.259, 0.176, 0.295, 0.346, 0.216, -0.372, 0.279, 0.300, 0.281, -0.763, -0.366, -0.466, 0.158, 0.272, 0.371, 0.273, 0.287, 0.277, -1.180, 0.030, -0.470, 0.276, 0.356, 0.336, 0.323, 0.105, 0.245, -0.765, -0.434, -0.476, 0.160, 0.335, 0.312, 0.289, 0.275, 0.276, -1.036, -0.108, -0.490, 0.292, 0.336, 0.246, 0.325, 0.163, 0.289, -0.919, -0.051, -0.443, 0.039, 0.385, 0.346, 0.273, 0.159, 0.235, -1.053, -0.222, -0.495, 0.277, 0.331, 0.324, 0.288, 0.258, 0.254], "homo_lumo_gap_ev": 6.955, "lumo_energy_ha": 0.07062, "homo_energy_ev": -5.03, "total_energy_ha": -5316.01033, "charge": -1}